[1]
Density functional theory data (ωB97M-V/def2-TZVPD) for one molecule with the formula C8H6O2S2 at a distorted geometry.

ORCA input file:
```
! wB97M-V def2-TZVPD RIJCOSX def2/J DEFGRID3
* xyz 0 1
C -0.72 0.94 2.70
S -1.54 0.59 1.20
O -2.41 1.62 0.78
S -2.61 -1.21 0.65
C -1.47 -1.79 -0.63
O -1.69 -2.75 -1.31
C -0.37 -0.87 -0.78
C 0.68 -1.02 -1.70
C 1.83 -0.22 -1.66
C 1.83 0.91 -0.89
C 0.89 1.08 0.07
C -0.22 0.26 0.07
H -1.31 1.05 3.49
H -0.05 0.17 3.05
H 0.80 -1.86 -2.42
H 2.72 -0.42 -2.41
H 2.63 1.52 -0.96
H 1.01 2.00 0.76
*
```

As for the SMILES: C=[S@]1(=O)SC(=O)c2ccccc21. For the relative energy (zero: lowest compared OMol25 entry of this formula, charge and spin), the calculation gives 25.19 kcal/mol. The total energy is -34154.818 eV. The HOMO energy comes out at -8.75 eV.

[2]
Density functional theory data (ωB97M-V/def2-TZVPD) for one molecule with the formula C5H12N2 at a distorted geometry.

ORCA input file:
```
! wB97M-V def2-TZVPD RIJCOSX def2/J DEFGRID3
* xyz 0 1
C 0.69 -0.51 -1.33
C 0.33 0.75 -0.69
C -0.40 -0.28 1.13
C 1.40 1.73 -0.25
C -1.94 -0.26 0.93
N 0.29 -1.68 -0.53
N 0.21 -1.44 0.78
H 0.23 -0.85 -2.32
H 1.74 -0.63 -1.38
H -0.59 1.12 -0.89
H -0.19 0.20 2.00
H 1.15 2.23 0.66
H 1.36 2.53 -0.92
H 2.41 1.36 -0.38
H -2.31 -0.72 1.81
H -2.56 -0.84 0.09
H -2.31 0.88 0.96
H -0.64 -1.90 -0.88
H 1.11 -1.68 1.20
*
```

For the relative energy (zero: lowest compared OMol25 entry of this formula, charge and spin), the calculation gives 104.73 kcal/mol. The total energy is -8355.595 eV. The HOMO energy comes out at -7.41 eV.

[3]
Density functional theory data (ωB97M-V/def2-TZVPD) for one molecule with the formula C3H6N2O2S.

ORCA input file:
```
! wB97M-V def2-TZVPD RIJCOSX def2/J DEFGRID3
* xyz 0 1
C 2.29 -0.75 0.18
N 0.92 -0.44 -0.19
O 0.10 -1.45 0.34
C 0.46 0.85 -0.03
N -0.71 1.34 -0.10
O -1.67 0.34 -0.39
C -2.93 0.70 -0.19
S -3.54 2.04 0.45
H 2.42 -0.86 1.26
H 2.58 -1.68 -0.30
H 2.95 0.05 -0.22
H -0.57 -1.59 -0.35
H 1.23 1.59 0.09
H -3.53 -0.13 -0.54
*
```

As for the SMILES: CN(O)/C=N\OC=S. For the relative energy (zero: lowest compared OMol25 entry of this formula, charge and spin), the calculation gives 121.47 kcal/mol. The total energy is -21114.582 eV. The HOMO energy comes out at -8.67 eV.

- Which of these has the highest HOMO energy?
  C5H12N2

- Which formula does entry 3 have?
  C3H6N2O2S